# 1
121
Properties=species:S:1:pos:R:3:forces:R:3 method="wB97M-V/def2-TZVPD" de_lowest_kcal_mol=17.0 total_charge=-1 max_force_ev_per_a=1.57 e_tot_ha=-2649.00491 gap_ev=6.6848
C -2.38176 -0.26785 -7.04845 -0.4 0.2 0.0
C -1.95499 0.87234 -6.13945 0.6 0.0 0.2
N -0.90418 0.49647 -5.19880 -0.4 0.5 -0.1
C -1.36450 -0.30611 -4.05780 0.4 -0.9 -0.2
C -0.80505 -1.76059 -4.17206 -0.7 1.3 0.6
O 0.51636 -1.55492 -3.87127 0.9 -0.4 0.1
B 0.55158 -0.58396 -2.70035 0.4 -0.7 -1.1
C 0.71027 -1.52327 -1.35163 0.0 0.6 -0.3
C 2.13955 -1.99916 -1.06563 -0.3 0.1 0.7
C 2.35069 -2.61962 0.32610 0.3 0.1 -0.7
C 2.27845 -1.62512 1.48015 0.5 -0.2 0.0
C 3.66272 -1.33553 2.12482 -1.0 0.3 0.7
C 4.09262 0.12907 2.11148 0.8 -0.1 -0.4
C 5.25872 0.38210 1.15946 -0.2 0.2 0.5
C 5.58779 1.85838 0.99775 0.1 -0.3 -0.6
C 6.24653 2.15363 -0.35388 0.0 0.8 0.8
C 7.04884 3.46688 -0.33424 -0.4 -0.3 -0.4
C 6.24484 4.60558 -0.92559 0.2 -0.2 0.1
O 5.17869 4.97005 -0.06457 -0.2 0.2 -0.2
C 5.34999 6.23351 0.53131 -0.1 -0.4 0.0
C 1.76891 0.44053 -3.08925 -0.5 -0.1 0.6
C 2.25724 1.44034 -2.05365 -0.2 0.4 -0.6
C 1.20071 2.13585 -1.19647 0.0 0.4 0.3
S 0.17274 3.25908 -2.23564 -0.1 0.0 -0.2
C -1.55746 3.17352 -1.88042 -0.6 0.1 0.0
S -2.58747 3.14955 -3.13340 0.0 -0.1 -0.7
N -2.17241 3.23864 -0.61082 1.2 -0.2 0.8
C -1.60375 4.15168 0.38460 0.2 -0.1 -0.5
C -0.78069 3.53526 1.51465 -0.5 0.1 0.7
O -1.10552 2.18851 1.80628 0.4 -0.2 -0.1
C -2.43447 1.90634 1.42599 0.1 0.2 0.1
C -2.54309 1.91879 -0.06869 -0.1 -0.1 -0.4
O -0.78613 0.08950 -2.86572 0.1 0.6 0.9
H -2.26908 -1.23410 -6.57997 0.0 -0.2 0.2
H -3.42597 -0.14303 -7.30970 -0.3 -0.1 -0.2
H -1.82338 -0.26301 -7.97411 0.3 -0.1 -0.2
H -1.53136 1.65201 -6.76422 0.0 0.3 -0.1
H -2.80965 1.33107 -5.63353 -0.3 -0.1 0.2
H -0.54684 1.36530 -4.81947 0.1 -0.1 0.2
H -2.44929 -0.23822 -3.91591 -0.4 0.0 -0.3
H -1.32796 -2.28402 -3.35574 -0.2 -0.6 -0.2
H -0.92178 -2.23842 -5.13446 -0.2 -0.2 -0.3
H 0.14858 -2.43084 -1.56251 -0.4 -0.2 0.0
H 0.21238 -1.06314 -0.49457 0.2 0.1 0.4
H 2.37947 -2.74927 -1.80886 0.2 -0.1 -0.3
H 2.89156 -1.21608 -1.15777 0.0 0.3 -0.2
H 3.35826 -3.03931 0.34920 0.0 -0.3 -0.1
H 1.66753 -3.45461 0.43404 -0.3 -0.2 0.2
H 1.86819 -0.68368 1.14737 -0.3 0.3 -0.3
H 1.59425 -2.00593 2.23095 -0.1 0.0 0.3
H 4.43613 -1.95317 1.68546 0.2 -0.2 -0.1
H 3.57769 -1.60136 3.17430 0.2 -0.4 0.2
H 4.40917 0.45363 3.10029 0.0 0.1 0.2
H 3.28248 0.77380 1.81696 -0.6 0.3 -0.1
H 6.13250 -0.11582 1.57536 0.2 -0.3 -0.2
H 5.03505 -0.06266 0.19377 0.0 -0.1 -0.3
H 4.67293 2.43170 1.06189 -0.2 0.3 0.1
H 6.25318 2.19653 1.78582 0.0 0.0 0.3
H 5.44714 2.29507 -1.07067 -0.1 -0.5 -0.5
H 6.87473 1.31969 -0.63331 0.2 -0.3 -0.2
H 7.30136 3.73025 0.68604 0.3 0.1 0.3
H 7.95912 3.35776 -0.91549 0.3 0.0 -0.1
H 5.81402 4.27883 -1.86735 -0.1 0.0 -0.3
H 6.89852 5.44870 -1.13899 0.0 0.4 0.0
H 5.54201 6.99521 -0.22021 0.1 0.2 -0.1
H 4.43248 6.48366 1.04517 -0.3 0.0 0.1
H 6.15644 6.20882 1.26391 0.2 0.1 0.1
H 1.42465 1.02349 -3.93569 -0.2 0.0 -0.4
H 2.57757 -0.17689 -3.47008 0.4 0.0 0.0
H 3.01071 1.03835 -1.38293 0.1 -0.2 0.3
H 2.74709 2.25929 -2.58647 0.4 0.2 0.0
H 0.60084 1.49162 -0.57103 -0.4 -0.4 -0.1
H 1.74326 2.79725 -0.53788 0.1 0.3 0.4
H -0.96265 4.84096 -0.14590 0.1 0.3 -0.2
H -2.40408 4.74904 0.80946 -0.3 0.0 0.0
H 0.27865 3.61964 1.35542 0.5 -0.3 -0.3
H -0.98644 4.12738 2.41275 0.0 0.2 0.2
H -2.69662 0.91398 1.77075 0.1 -0.2 0.3
H -3.08565 2.63423 1.91489 -0.4 0.0 0.0
H -3.52973 1.59804 -0.38910 -0.4 0.2 -0.1
H -1.85696 1.17538 -0.46164 0.2 -0.3 -0.1
C -0.14578 -7.36525 5.42506 0.0 0.0 0.1
C -0.54158 -6.07670 6.14128 -0.1 -0.1 -0.1
C -0.75633 -4.89734 5.19426 0.0 0.1 0.1
C 0.47923 -4.47592 4.39811 0.0 -0.1 -0.1
C 1.69726 -4.09936 5.23794 0.0 0.1 0.0
C 1.45815 -2.89341 6.14267 0.1 -0.1 0.0
H 0.80619 -7.26099 4.90334 0.0 0.0 0.0
H -0.04079 -8.18554 6.13729 0.0 0.0 0.0
H -0.90408 -7.65245 4.69416 0.0 0.0 0.0
H 0.21341 -5.82752 6.89200 0.0 0.0 0.0
H -1.47148 -6.25203 6.68949 0.0 0.0 0.0
H -1.12773 -4.04534 5.77082 0.0 0.0 0.0
H -1.55340 -5.14923 4.48816 0.0 0.0 0.0
H 0.20967 -3.62422 3.76668 0.0 0.0 0.0
H 0.75982 -5.27856 3.71080 0.0 0.0 0.0
H 2.52383 -3.86923 4.56097 0.0 0.0 0.0
H 2.02457 -4.95123 5.84166 0.0 0.0 0.0
H 1.16612 -2.02059 5.55518 0.0 0.0 0.0
H 2.36601 -2.63728 6.69104 0.0 0.0 0.0
H 0.67518 -3.08763 6.87796 0.0 0.0 0.0
C -6.94846 1.21983 1.02019 0.0 0.1 -0.1
C -7.61482 1.18757 -0.35264 -0.1 0.0 0.1
C -7.88818 -0.22678 -0.86183 0.0 0.0 0.0
C -6.63868 -1.08407 -1.06641 0.0 0.0 0.1
C -5.60332 -0.48996 -2.01904 0.0 -0.1 0.0
C -6.12640 -0.30023 -3.43593 0.0 0.1 0.0
H -5.96685 0.74448 1.00300 0.0 0.0 0.0
H -6.80735 2.24863 1.35527 0.0 0.0 0.0
H -7.56271 0.70668 1.76383 0.0 0.0 0.0
H -6.99973 1.73600 -1.07013 0.0 0.0 0.0
H -8.56713 1.72282 -0.29338 0.0 0.0 0.0
H -8.44614 -0.16241 -1.80035 0.0 0.0 0.0
H -8.55072 -0.73831 -0.15484 0.0 0.0 0.0
H -6.94753 -2.06546 -1.44131 0.0 0.0 0.0
H -6.16265 -1.27075 -0.09933 0.0 0.0 0.0
H -4.73475 -1.15165 -2.04410 0.0 0.0 0.0
H -5.24301 0.46956 -1.63777 0.0 0.0 0.0
H -6.46098 -1.25015 -3.85997 0.0 0.0 0.0
H -5.34243 0.09566 -4.07707 0.1 0.0 -0.1
H -6.96269 0.40173 -3.46812 0.0 0.0 0.0

# 2
15
Properties=species:S:1:pos:R:3:forces:R:3 method="wB97M-V/def2-TZVPD" de_lowest_kcal_mol=96.0 total_charge=0 max_force_ev_per_a=0.56 e_tot_ha=-345.65200 gap_ev=9.5603
O 0.15312 3.48311 0.77843 0.2 -0.2 -0.2
C -0.00125 2.60540 -0.18295 -0.2 0.3 0.2
C 0.06326 -0.36591 0.70138 0.0 0.1 0.1
C -0.92317 -0.83675 -0.39760 -0.2 0.1 -0.1
C 0.12022 -1.86102 -0.91756 0.0 -0.1 -0.1
C 0.97858 -1.52189 0.30414 0.4 -0.2 0.1
O 1.96764 -2.00216 0.78714 -0.5 0.2 -0.2
H 1.08154 3.76809 0.78117 -0.1 0.0 0.0
H 0.54358 0.59031 0.45100 0.0 -0.2 0.1
H -1.08334 2.34122 -0.08857 0.1 0.0 0.0
H -0.27909 -0.34569 1.74014 0.1 0.0 -0.1
H -1.82070 -1.31139 0.00720 0.1 0.1 -0.1
H -1.21958 -0.06821 -1.11618 0.1 -0.1 0.1
H 0.60696 -1.56709 -1.85387 0.0 0.0 0.1
H -0.18777 -2.90802 -0.99388 0.1 0.1 0.0